Entry from OMol25: a structure of composition C15H19CoN7O7 (ωB97M-V/def2-TZVPD).

Geometry as ORCA input:
```
! wB97M-V def2-TZVPD RIJCOSX def2/J DEFGRID3
* xyz -2 4
Co -0.854 -0.076 -0.396
N 1.842 -0.331 1.472
C 1.696 1.042 1.933
C 0.262 1.584 2.025
O 0.092 2.406 2.953
N -0.696 1.175 1.191
C -2.015 1.597 1.658
C -3.180 0.770 1.077
O -4.320 1.055 1.488
O -2.890 -0.112 0.212
H 1.106 -0.924 1.849
H 2.742 -0.702 1.748
H 2.263 1.706 1.268
H 2.099 1.196 2.941
H -2.199 2.659 1.440
H -2.075 1.514 2.745
O -0.241 -3.986 0.745
C -0.452 -2.911 0.189
O -0.484 -1.752 0.715
C -0.641 -2.858 -1.393
O -0.542 -3.873 -2.078
O -0.799 -1.660 -1.831
N -0.206 2.045 -5.172
C -0.825 2.169 -3.922
C -0.949 1.069 -3.084
N -1.502 1.160 -1.878
C -2.029 2.355 -1.573
C -1.931 3.427 -2.427
N -1.303 3.372 -3.610
H 0.562 1.388 -5.173
H 0.058 2.948 -5.533
H -0.603 0.087 -3.380
H -2.554 2.434 -0.632
H -2.362 4.388 -2.172
C 3.707 -1.984 -3.100
C 3.046 -0.734 -2.621
C 3.451 0.588 -2.607
C 2.371 1.302 -2.041
N 1.392 0.470 -1.728
N 1.810 -0.738 -2.098
C 2.265 2.780 -1.838
H 4.439 -1.752 -3.873
H 2.963 -2.674 -3.499
H 4.223 -2.490 -2.281
H 4.392 0.986 -2.956
H 1.141 -1.501 -2.007
H 3.136 3.276 -2.268
H 2.210 3.032 -0.779
H 1.359 3.170 -2.308
*
```

Values from the calculation:
Frontier orbital gap (spin up / spin down) in eV: 6.4 / 6.5
Energy relative to the best compared isomer or geometry (same formula, charge and spin) in kJ/mol: 74.5
<S²>: 3.7580

Here are the Mulliken charges for atoms 1 to 8, given in e: 0.906 -0.356 -0.577 0.363 -0.806 0.483 -0.854 0.442

***

Entry from OMol25: a structure of composition C15H19F4N7RuS (ωB97M-V/def2-TZVPD).

Geometry as ORCA input:
```
! wB97M-V def2-TZVPD RIJCOSX def2/J DEFGRID3
* xyz 1 2
Ru -0.220 0.123 0.393
C -1.153 -2.768 -0.050
N -0.905 -1.493 -0.749
C -2.131 -1.111 -1.489
C 0.215 -1.701 -1.716
C 0.641 -0.381 -2.315
N 0.631 0.581 -1.213
C 1.308 1.808 -1.270
C 1.307 2.596 -0.120
F 0.631 2.120 0.979
C 1.924 3.822 -0.043
F 1.872 4.502 1.096
C 2.588 4.333 -1.142
C 2.593 3.580 -2.298
F 3.206 4.036 -3.384
C 1.965 2.344 -2.374
F 1.989 1.679 -3.535
H -1.406 -3.543 -0.777
H -1.983 -2.640 0.641
H -0.264 -3.057 0.507
H -2.384 -1.893 -2.209
H -1.979 -0.170 -2.010
H -2.950 -0.985 -0.785
H -0.088 -2.415 -2.487
H 1.042 -2.125 -1.146
H -0.015 -0.058 -3.127
H 1.644 -0.487 -2.725
H 3.082 5.293 -1.100
N 0.443 -0.898 1.999
C 0.768 -1.000 3.135
N 1.177 -1.260 4.281
C 0.735 -0.726 5.412
N 0.377 -0.301 6.422
C -5.466 -0.800 3.109
N -4.448 -0.153 2.279
C -3.137 -0.359 2.218
S -2.219 0.884 1.403
N -2.499 -1.372 2.775
C -2.986 -2.493 3.578
H -6.432 -0.429 2.779
H -5.339 -0.548 4.160
H -5.461 -1.876 2.979
H -4.740 0.685 1.799
H -1.500 -1.336 2.619
H -3.534 -2.154 4.452
H -2.111 -3.037 3.924
H -3.601 -3.171 2.988
*
```

Values from the calculation:
Frontier orbital gap (spin up / spin down) in eV: 7.3 / 7.2
Energy relative to the best compared isomer or geometry (same formula, charge and spin) in kJ/mol: 0.0
<S²>: 0.7582

Here are the Mulliken charges for atoms 1 to 8, given in e: 0.734 -1.193 0.535 -0.899 -1.006 -0.696 -0.073 -0.197

***

Entry from OMol25: a structure of composition C15H19FI2NOP (ωB97M-V/def2-TZVPD).

Geometry as ORCA input:
```
! wB97M-V def2-TZVPD RIJCOSX def2/J DEFGRID3
* xyz 0 1
C 5.037 0.720 -1.685
C 4.561 1.596 -0.571
I 6.111 2.761 0.244
C 3.299 1.612 -0.145
I 2.729 2.746 1.553
C 2.143 0.872 -0.747
C 1.849 0.891 -2.223
C 0.554 0.038 -2.253
P -1.051 0.972 -1.968
C -1.460 0.707 -0.181
C -0.578 2.755 -2.029
N 0.870 -1.022 -1.298
C 1.973 -0.620 -0.475
O 2.608 -1.356 0.254
H 6.059 0.421 -1.506
H 5.042 1.262 -2.627
H 4.426 -0.161 -1.808
H 1.265 1.281 -0.252
H 1.839 1.862 -2.697
H 2.555 0.310 -2.806
H 0.476 -0.379 -3.248
H -1.633 1.681 0.263
H -2.374 0.138 -0.133
H -0.670 0.244 0.395
H -0.092 2.911 -2.982
H -1.454 3.374 -1.937
H 0.159 2.992 -1.265
H 0.124 -1.279 -0.663
F -1.389 -0.923 2.471
C -2.547 -1.604 2.603
C -3.359 -1.335 3.685
C -4.551 -2.033 3.813
C -4.908 -2.986 2.869
C -4.072 -3.240 1.790
C -2.881 -2.544 1.650
H -3.059 -0.592 4.412
H -5.201 -1.832 4.652
H -5.836 -3.530 2.974
H -4.347 -3.984 1.055
H -2.218 -2.725 0.814
*
```

Values from the calculation:
Frontier orbital gap in eV: 8.6

Here are the Mulliken charges for atoms 1 to 8, given in e: -1.390 0.202 0.067 -0.837 0.070 0.796 -1.049 0.051

***

Entry from OMol25: a cluster of 3 separate species, C15H19INO7S in total (ωB97M-V/def2-TZVPD).

Geometry as ORCA input:
```
! wB97M-V def2-TZVPD RIJCOSX def2/J DEFGRID3
* xyz 1 1
O 2.051 0.587 1.771
C 1.277 0.052 0.950
I -0.663 0.958 0.551
C 1.646 -1.326 0.180
C 2.984 -1.127 -0.662
C 3.534 0.276 -1.129
C 4.865 0.332 -1.913
N 5.652 -0.850 -2.245
C 5.187 -2.168 -1.862
C 3.865 -2.363 -1.085
S 3.220 -4.047 -0.592
H 1.903 -2.089 1.014
H 0.765 -1.752 -0.409
H 2.956 1.229 -0.898
H 5.260 1.340 -2.265
H 6.543 -0.764 -2.753
H 5.810 -3.085 -2.137
H 2.372 -4.356 -1.674
C -0.498 1.276 4.475
C -1.871 1.341 5.110
C -2.899 2.007 4.242
O -3.802 2.548 5.195
C -3.076 2.785 6.324
O -3.458 3.440 7.249
O -1.855 2.181 6.260
H 0.201 0.755 5.134
H -0.529 0.753 3.516
H -0.091 2.279 4.319
H -2.194 0.341 5.421
H -3.408 1.300 3.583
H -2.495 2.828 3.640
C -3.949 0.528 -3.531
C -2.508 0.066 -3.482
C -1.991 -0.406 -4.809
O -1.001 -1.355 -4.429
C -1.385 -1.851 -3.221
O -0.909 -2.825 -2.705
O -2.380 -1.099 -2.671
H -4.264 0.891 -2.549
H -4.084 1.332 -4.258
H -4.617 -0.299 -3.786
H -1.870 0.850 -3.057
H -1.550 0.402 -5.396
H -2.747 -0.914 -5.415
*
```

Values from the calculation:
Frontier orbital gap in eV: 7.0

Here are the Mulliken charges for atoms 1 to 8, given in e: -0.475 -0.045 0.125 -0.184 0.588 -0.433 -0.333 -0.046

***

Entry from OMol25: the molecule C15H19N3O3S (ωB97M-V/def2-TZVPD).

Geometry as ORCA input:
```
! wB97M-V def2-TZVPD RIJCOSX def2/J DEFGRID3
* xyz 0 1
C -5.812 -0.471 -1.019
H -6.283 0.078 -0.197
H -5.612 0.217 -1.848
H -6.487 -1.255 -1.360
O -4.645 -1.131 -0.600
C -3.617 -0.383 -0.115
C -3.616 0.995 0.001
C -2.506 1.664 0.504
C -1.389 0.960 0.905
C -1.383 -0.430 0.797
C -2.476 -1.111 0.297
O -2.558 -2.462 0.158
C -1.469 -3.240 0.589
H -1.757 -4.274 0.407
H -1.270 -3.102 1.657
H -0.560 -3.013 0.022
H -0.501 -0.960 1.119
C -0.142 1.648 1.396
N 0.891 1.630 0.367
C 1.856 0.690 0.433
O 1.956 -0.100 1.352
C 2.836 0.674 -0.746
N 3.902 -0.258 -0.508
C 5.171 0.188 -0.273
N 5.490 1.404 -0.383
H 6.457 1.628 -0.200
S 6.190 -1.226 0.142
C 4.811 -2.286 0.002
C 3.710 -1.606 -0.334
H 2.726 -2.012 -0.476
H 4.924 -3.334 0.183
H 2.296 0.403 -1.662
H 3.307 1.651 -0.873
C 0.706 2.500 -0.769
H 1.607 3.083 -0.967
H -0.108 3.186 -0.549
H 0.443 1.940 -1.670
H -0.346 2.685 1.671
H 0.268 1.119 2.259
H -2.534 2.740 0.588
H -4.477 1.570 -0.300
*
```

Values from the calculation:
Frontier orbital gap in eV: 8.2
Energy relative to the best compared isomer or geometry (same formula, charge and spin) in kJ/mol: 288.6

Here are the Mulliken charges for atoms 1 to 8, given in e: -0.949 0.370 0.368 0.235 -0.419 1.031 -0.393 -1.063

***

Entry from OMol25: a structure of composition C15H19N3O9 (ωB97M-V/def2-TZVPD).

Geometry as ORCA input:
```
! wB97M-V def2-TZVPD RIJCOSX def2/J DEFGRID3
* xyz 0 1
C 5.192 -2.847 -0.983
H 5.748 -2.823 -1.872
H 4.458 -3.694 -0.904
H 5.798 -2.576 -0.158
O 4.439 -1.498 -1.348
C 3.591 -1.440 -0.299
O 3.568 -2.123 0.817
C 2.623 -0.229 -0.821
N 1.714 0.215 -0.018
N 1.168 1.248 -0.567
C 1.689 1.121 -1.895
N 2.703 0.327 -2.065
H 1.612 2.197 -2.546
C -0.030 1.902 -0.113
O -1.032 1.972 -1.096
C -1.762 0.668 -0.601
C -1.708 -0.213 -1.651
H -2.478 -1.103 -1.517
H -2.159 0.196 -2.782
O -0.510 -1.026 -1.753
C -0.273 -1.699 -2.941
O -1.062 -2.116 -3.705
C 0.983 -2.501 -2.766
H 1.853 -1.842 -2.948
H 0.943 -3.184 -3.703
H 1.153 -2.692 -1.715
H -2.765 1.244 -0.517
C -1.505 0.187 0.632
O -2.318 -0.061 1.682
C -3.090 -1.133 1.599
O -2.994 -1.966 0.567
C -4.087 -1.167 2.512
H -4.411 -0.289 3.016
H -4.895 -1.681 2.271
H -3.608 -1.821 3.428
H -0.943 -0.798 0.538
C -0.504 1.498 1.090
H 0.390 0.850 2.026
O -1.265 2.272 1.902
C -0.583 3.110 2.519
O 0.613 3.426 2.692
C -1.465 3.900 3.416
H -1.052 5.134 3.396
H -1.501 3.800 4.391
H -2.498 4.112 2.731
H 0.263 3.143 0.058
*
```

Values from the calculation:
Frontier orbital gap in eV: 10.2
Energy relative to the best compared isomer or geometry (same formula, charge and spin) in kJ/mol: 1336.0

Here are the Mulliken charges for atoms 1 to 8, given in e: -0.721 0.303 0.313 0.339 -0.269 0.498 -0.643 0.326

***

Going through the records in order, we get F_max values of 2.0, 0.4, 1.6, 5.2, 1.0, 12.3 eV Å⁻¹.